{"formula": "C20H37HfN2O2P3", "method": "wB97M-V/def2-TZVPD", "symbols": ["P", "C", "H", "H", "H", "C", "H", "H", "H", "C", "H", "H", "H", "P", "C", "H", "H", "H", "C", "H", "H", "H", "C", "H", "H", "H", "P", "C", "H", "H", "H", "C", "H", "H", "H", "C", "H", "H", "H", "Hf", "C", "O", "C", "O", "C", "C", "C", "C", "C", "C", "H", "H", "H", "H", "H", "H", "N", "C", "C", "C", "N", "H", "H", "H", "H"], "coordinates": [[2.778, -0.634, 0.036], [3.598, -0.847, 1.650], [4.685, -0.815, 1.493], [3.334, -1.812, 2.096], [3.313, -0.042, 2.338], [3.357, -2.127, -0.826], [3.220, -2.033, -1.910], [2.805, -3.009, -0.484], [4.424, -2.261, -0.609], [3.834, 0.660, -0.671], [4.869, 0.297, -0.666], [3.758, 1.571, -0.070], [3.527, 0.885, -1.702], [-0.717, 2.575, -0.374], [-0.817, 3.671, 1.065], [-1.305, 4.607, 0.758], [0.190, 3.887, 1.440], [-1.406, 3.200, 1.861], [0.237, 3.621, -1.511], [0.161, 3.262, -2.545], [1.291, 3.633, -1.219], [-0.169, 4.638, -1.459], [-2.405, 2.757, -1.032], [-2.580, 3.824, -1.221], [-3.137, 2.386, -0.307], [-2.516, 2.197, -1.973], [-2.025, -1.978, 0.061], [-2.892, -2.285, 1.626], [-3.505, -3.191, 1.518], [-3.535, -1.432, 1.868], [-2.191, -2.433, 2.452], [-3.439, -1.873, -1.069], [-4.133, -2.686, -0.828], [-3.120, -1.971, -2.113], [-3.943, -0.911, -0.945], [-1.387, -3.651, -0.297], [-2.248, -4.329, -0.367], [-0.719, -3.991, 0.503], [-0.834, -3.659, -1.248], [0.030, -0.092, -0.040], [1.228, 1.343, 1.210], [1.835, 2.026, 1.950], [-1.738, 0.558, 1.193], [-2.596, 0.903, 1.919], [-1.295, -0.309, -3.142], [-0.641, -1.532, -2.989], [0.749, -1.581, -2.923], [1.489, -0.406, -3.058], [0.842, 0.817, -3.209], [-0.550, 0.859, -3.274], [-2.386, -0.267, -3.228], [-1.221, -2.469, -3.011], [1.258, -2.548, -2.847], [2.588, -0.448, -3.133], [1.431, 1.730, -3.338], [-1.061, 1.807, -3.508], [0.771, -2.577, 1.924], [0.844, -3.010, 3.186], [0.472, -1.948, 3.994], [0.166, -0.885, 3.159], [0.350, -1.278, 1.854], [1.023, -3.099, 1.087], [1.140, -4.022, 3.420], [0.423, -1.926, 5.069], [-0.178, 0.116, 3.386]], "total_charge": 4, "total_energy_ha": -2114.83523, "homo_ev": -21.94, "e_lumo_ev": -14.855, "orbital_gap_ev": 7.1}

=====

{"formula": "C3H4N2O", "method": "wB97M-V/def2-TZVPD", "symbols": ["O", "C", "N", "N", "C", "C", "H", "H", "H", "H"], "coordinates": [[2.180, 0.195, -0.225], [0.848, -0.007, -0.241], [0.304, -1.207, -0.129], [-1.001, -0.955, 0.119], [-1.268, 0.372, 0.118], [-0.106, 1.026, -0.188], [2.613, -0.668, -0.162], [-1.646, -1.727, 0.129], [-1.933, 0.875, 0.799], [0.010, 2.097, -0.219]], "total_charge": 0, "total_energy_ha": -301.43244, "homo_ev": -8.87, "e_lumo_ev": 1.104, "smiles": "Oc1cc[nH]n1", "orbital_gap_ev": 10.0}